43
Properties=species:S:1:pos:R:3:lowdin_spin:R:1 method="wB97M-V/def2-TZVPD" total_charge=+2 total_energy_ha=-1369.34506 homo_ev="-14.2 / -14.1" e_lumo_ev="-7.28 / -10.95" relative_energy_kcal_mol=4.2 spin_multiplicity=6 orbital_gap_ev="6.91 / 3.18"
Ir 0.02 -0.57 0.15 2.86
C 1.25 2.32 -1.17 0.02
N 0.01 1.86 -0.57 0.12
C -1.23 2.27 -1.25 0.01
C -2.32 1.34 -0.82 0.02
N -2.07 0.11 -0.39 0.17
C -3.28 -0.47 -0.07 0.01
C -3.59 -1.74 0.42 0.01
C -4.92 -2.02 0.64 0.00
C -5.92 -1.08 0.37 0.01
C -5.63 0.17 -0.13 0.00
C -4.29 0.46 -0.34 0.01
N -3.63 1.59 -0.81 0.01
C 2.35 1.38 -0.77 0.09
N 2.06 0.15 -0.34 0.20
C 3.24 -0.47 -0.07 0.16
C 3.50 -1.78 0.42 0.18
C 4.81 -2.13 0.62 0.00
C 5.84 -1.22 0.35 0.25
C 5.59 0.09 -0.15 0.14
C 4.28 0.44 -0.35 0.04
N 3.66 1.60 -0.80 0.02
H 1.52 3.34 -0.89 0.01
H 1.15 2.30 -2.26 0.00
H -0.04 2.14 0.41 0.00
H -1.08 2.17 -2.33 0.00
H -1.50 3.30 -1.03 0.00
H -2.80 -2.46 0.62 0.00
H -5.19 -3.00 1.02 0.00
H -6.95 -1.35 0.55 0.00
H -6.42 0.88 -0.36 0.00
H -4.08 2.45 -1.11 0.00
H 2.68 -2.47 0.62 0.01
H 5.06 -3.11 0.99 0.00
H 6.87 -1.52 0.52 0.01
H 6.40 0.78 -0.34 0.00
H 4.12 2.45 -1.10 0.00
O 1.00 -1.31 2.18 0.15
N 0.28 -0.53 2.88 0.00
O 0.32 -0.46 4.07 0.05
O -0.54 0.18 2.18 0.18
N -0.32 -3.59 -0.97 0.14
C -0.22 -2.50 -0.60 0.13